# 1
The molecule C24H18O2P2S4, computed with the ωB97M-V functional and the def2-TZVPD basis.

```
50
C24H18O2P2S4 | OMol25 | the ωB97M-V functional and the def2-TZVPD basis
S -1.675 -3.147 5.396
S 3.016 -1.420 5.032
O -4.301 -1.602 -0.887
O 3.393 1.756 -1.083
S -0.091 -0.281 4.543
S 0.846 -3.175 3.096
C -6.208 1.919 -2.064
C 6.715 1.372 -3.536
C -4.944 1.597 -2.582
C -6.804 1.039 -1.187
C 6.792 0.878 -2.245
C 5.535 1.907 -4.072
C -4.306 0.412 -2.216
C -6.158 -0.152 -0.821
C 5.690 0.966 -1.404
C 4.441 1.981 -3.217
C -3.381 -2.878 0.864
C -3.292 -0.467 1.070
C 3.111 -0.443 0.089
C 2.510 1.664 1.115
C -2.689 -2.983 2.069
C -2.456 -0.583 2.191
C 2.755 -1.129 1.249
C 2.071 0.975 2.265
C -4.903 -0.453 -1.323
C 4.498 1.525 -1.903
C -3.684 -1.616 0.348
C 3.017 0.979 -0.016
C -2.116 -1.867 2.636
C 2.203 -0.407 2.317
P -0.843 -2.170 3.937
P 1.563 -1.265 3.710
H -6.748 2.761 -2.455
H 7.609 1.365 -4.126
H -4.460 2.291 -3.253
H -7.818 1.225 -0.866
H 7.744 0.520 -1.873
H 5.444 2.296 -5.063
H -3.329 0.190 -2.634
H -6.550 -0.835 -0.085
H 5.812 0.664 -0.391
H 3.512 2.460 -3.594
H -3.715 -3.765 0.361
H -3.565 0.542 0.767
H 3.543 -1.006 -0.753
H 2.517 2.780 1.007
H -2.524 -3.996 2.445
H -2.172 0.301 2.720
H 2.867 -2.208 1.346
H 1.532 1.483 3.074
```

Results
Total energy (Ha): -3351.3405
Relative energy (zero: lowest compared OMol25 entry of this formula, charge and spin) (kJ/mol): 18.9
HOMO (eV): -8.36
Gap between HOMO and LUMO (eV): 7.55
2S+1: 1



# 2
A structure of composition C4H3LiO4, computed with the ωB97M-V functional and the def2-TZVPD basis.

```
12
C4H3LiO4 | OMol25 | the ωB97M-V functional and the def2-TZVPD basis
O -0.273 1.524 -3.044
C -0.206 0.935 -2.020
O -0.192 -0.377 -1.870
C -0.433 -0.949 -0.622
O -0.212 0.392 2.175
C 0.884 0.490 1.778
C -1.565 -0.784 0.097
O 1.987 0.873 1.701
Li 3.880 1.242 1.592
H 0.247 -1.789 -0.480
H -2.299 -0.013 -0.144
H -1.818 -1.542 0.837
```

Results
Total energy (Ha): -462.4090
Total charge: +1
Relative energy (zero: lowest compared OMol25 entry of this formula, charge and spin) (kJ/mol): 0.0
HOMO (alpha / beta) (eV): -11.85 / -13.21
<S²>: 0.75
Gap between HOMO and LUMO (alpha / beta) (eV): 6.77 / 8.11
2S+1: 2



# 3
A structure of composition C8H17B3F3O20PS4, computed with the ωB97M-V functional and the def2-TZVPD basis.

```
56
C8H17B3F3O20PS4 | OMol25 | the ωB97M-V functional and the def2-TZVPD basis
C 0.920 2.052 -1.243
S 2.175 1.857 0.092
O 3.041 3.090 0.283
O 1.388 1.721 1.393
B 3.216 0.298 -0.034
O 4.581 0.255 -0.511
B 5.374 -0.492 0.446
C 6.787 0.019 1.065
F 6.580 0.596 2.335
F 7.478 0.930 0.268
F 7.557 -1.142 1.326
O 4.849 -1.760 0.919
B 3.548 -1.377 1.441
P 3.109 -1.387 3.317
O 4.214 -0.544 3.989
O 1.651 -0.613 3.649
O 3.191 -2.971 3.900
O 2.608 -0.936 0.424
H 1.429 2.568 -2.114
H 0.089 2.729 -0.853
H 0.458 1.061 -1.534
H 1.891 0.346 3.667
H 4.035 -3.324 3.530
C -3.933 -0.667 -0.605
C -2.569 -0.782 0.051
O -1.738 0.138 -0.663
S -2.637 1.395 -1.153
O -2.470 2.460 -0.212
O -2.442 1.566 -2.561
O -4.090 0.725 -0.907
H -3.969 -1.226 -1.544
H -4.736 -1.008 0.053
H -2.163 -1.791 -0.006
H -2.604 -0.464 1.097
C -5.840 0.195 4.007
C -7.064 -0.670 4.256
O -7.007 -1.688 3.254
S -5.456 -2.020 2.927
O -5.073 -3.175 3.675
O -5.261 -1.914 1.510
O -4.805 -0.718 3.635
H -6.005 0.882 3.173
H -5.548 0.762 4.891
H -7.994 -0.107 4.180
H -7.013 -1.155 5.235
C 1.191 0.804 -6.366
C 1.123 -0.292 -5.316
O 2.435 -0.347 -4.753
S 3.083 1.139 -4.775
O 2.892 1.731 -3.484
O 4.359 1.067 -5.412
O 2.027 1.816 -5.800
H 1.665 0.444 -7.283
H 0.208 1.211 -6.603
H 0.845 -1.257 -5.739
H 0.422 -0.030 -4.517
```

Results
Total energy (Ha): -4128.2530
Relative energy (zero: lowest compared OMol25 entry of this formula, charge and spin) (kJ/mol): 335.6
HOMO (eV): -10.25
Gap between HOMO and LUMO (eV): 9.10
2S+1: 1



# 4
A structure of composition C24H16F2N4O2S2, computed with the ωB97M-V functional and the def2-TZVPD basis.

```
50
C24H16F2N4O2S2 | OMol25 | the ωB97M-V functional and the def2-TZVPD basis
F 2.040 3.754 -1.686
F 2.484 -9.676 -2.580
N -2.125 3.752 1.823
N 2.822 -4.094 -2.756
N 1.167 -6.840 -1.164
O 2.710 -1.012 -1.907
O -1.289 0.770 -0.559
S 3.129 -6.888 -3.044
S -3.858 4.600 -0.038
C -2.844 4.719 1.447
C 2.539 -5.352 -2.476
C 2.044 -7.680 -1.831
C -3.220 2.957 -0.128
C 1.914 -3.501 -1.890
C 1.718 -2.041 -1.997
C 0.469 -1.501 -1.579
C 1.032 -4.385 -1.262
C -2.276 2.698 0.867
C -2.739 8.103 4.039
C -1.633 7.290 4.096
C -3.626 7.991 2.960
C 2.557 1.469 -1.881
C 0.415 2.280 -1.216
C -1.723 6.089 3.342
C -3.709 6.861 2.205
C 1.714 2.501 -1.627
C 2.143 0.212 -1.782
C -0.013 1.061 -1.138
C -2.708 5.907 2.342
C 0.760 0.004 -1.560
N 1.499 -5.586 -1.584
C -1.371 1.447 0.747
C 2.925 -9.493 -0.175
C 2.036 -9.090 -1.477
H -3.276 2.351 -1.048
H -0.491 -1.796 -1.255
H 0.296 -4.147 -0.519
H -2.766 8.936 4.684
H -0.801 7.549 4.813
H -4.374 8.721 3.097
H 3.660 1.706 -2.128
H -0.074 3.142 -0.863
H -1.051 5.327 3.616
H -4.605 6.745 1.518
H -1.763 0.649 1.439
H -0.320 1.679 1.075
H 4.037 -9.267 -0.427
H 2.824 -10.572 -0.025
H 2.686 -9.026 0.768
H 1.035 -9.323 -1.274
```

Results
Total energy (Ha): -2289.5886
Relative energy (zero: lowest compared OMol25 entry of this formula, charge and spin) (kJ/mol): 387.0
HOMO (eV): -7.81
Gap between HOMO and LUMO (eV): 7.85
2S+1: 1



# 5
A cluster of 4 separate species, C31H69NO16P3 in total, computed with the ωB97M-V functional and the def2-TZVPD basis.

```
120
C31H69NO16P3 | OMol25 | the ωB97M-V functional and the def2-TZVPD basis
C 2.681 -0.759 4.825
C 4.000 -1.254 4.197
O 4.219 -0.710 2.906
C 4.275 -1.636 1.848
C 2.990 -1.647 1.017
C 1.817 -2.366 1.698
C 0.553 -1.524 1.542
N -0.536 -2.250 2.268
C -0.923 -3.514 1.526
C 0.202 -3.974 0.595
C 1.555 -3.857 1.302
C 2.689 -4.527 0.517
C 2.641 -6.017 0.784
O 1.682 -6.710 0.638
O 3.850 -6.560 1.253
C 3.969 -6.511 2.612
C 5.349 -6.794 3.121
O 3.033 -6.261 3.318
H 2.115 -1.619 5.191
H 2.062 -0.309 4.045
H 2.837 -0.044 5.626
H 4.813 -0.936 4.853
H 4.015 -2.346 4.200
H 4.577 -2.639 2.164
H 5.054 -1.291 1.162
H 3.192 -1.989 0.001
H 2.725 -0.588 0.927
H 2.033 -2.364 2.772
H 0.285 -1.360 0.502
H 0.725 -0.549 1.996
H -0.146 -2.471 3.185
H -1.321 -1.620 2.434
H -1.078 -4.284 2.280
H -1.847 -3.328 0.988
H -0.036 -5.003 0.331
H 0.188 -3.373 -0.316
H 1.449 -4.425 2.233
H 3.669 -4.181 0.842
H 2.634 -4.343 -0.557
H 5.278 -7.296 4.080
H 5.909 -7.411 2.423
H 5.887 -5.851 3.226
O 6.134 4.646 -0.475
P 6.882 3.413 -0.736
O 6.953 3.044 -2.283
C 7.528 3.979 -3.209
C 9.021 4.158 -3.012
O 5.983 2.168 -0.243
C 4.697 2.378 0.332
C 3.609 2.402 -0.725
O 8.256 2.852 -0.177
C 9.074 3.616 0.741
C 8.301 4.126 1.940
H 7.009 4.937 -3.128
H 7.327 3.577 -4.200
H 9.231 4.733 -2.106
H 9.453 4.701 -3.852
H 9.517 3.193 -2.917
H 4.688 3.291 0.928
H 4.526 1.547 1.021
H 3.898 3.016 -1.577
H 2.675 2.790 -0.314
H 3.423 1.395 -1.106
H 9.544 4.443 0.205
H 9.869 2.946 1.059
H 7.509 4.813 1.639
H 8.969 4.661 2.616
H 7.838 3.299 2.480
O -2.814 2.248 2.499
P -2.701 3.230 1.410
O -2.301 2.532 0.027
C -3.143 1.508 -0.515
C -4.489 2.024 -0.980
O -1.361 4.087 1.638
C -0.530 3.856 2.772
C 0.475 2.763 2.483
O -3.602 4.439 0.938
C -4.847 4.780 1.598
C -4.698 4.924 3.098
H -3.275 0.713 0.226
H -2.595 1.090 -1.359
H -5.130 2.271 -0.130
H -5.005 1.265 -1.570
H -4.374 2.926 -1.581
H -1.131 3.607 3.647
H -0.026 4.797 2.989
H -0.017 1.922 1.988
H 0.942 2.409 3.405
H 1.264 3.111 1.815
H -5.603 4.030 1.354
H -5.170 5.719 1.156
H -4.389 3.984 3.559
H -5.649 5.216 3.543
H -3.948 5.677 3.341
O -7.524 -0.992 -2.937
P -7.805 -1.520 -4.278
O -7.217 -2.987 -4.490
C -7.627 -4.048 -3.618
C -9.085 -4.428 -3.799
O -6.881 -0.737 -5.335
C -5.989 0.288 -4.908
C -4.631 -0.272 -4.533
O -9.108 -1.537 -5.179
C -10.367 -0.989 -4.720
C -10.239 0.423 -4.189
H -7.428 -3.766 -2.581
H -6.989 -4.895 -3.861
H -9.744 -3.662 -3.383
H -9.302 -5.363 -3.283
H -9.326 -4.539 -4.856
H -6.422 0.850 -4.079
H -5.891 0.979 -5.746
H -4.717 -1.164 -3.913
H -4.045 0.474 -3.992
H -4.072 -0.561 -5.424
H -10.795 -1.650 -3.963
H -11.033 -1.012 -5.580
H -9.586 0.461 -3.315
H -11.217 0.802 -3.892
H -9.818 1.084 -4.948
```

Results
Total energy (Ha): -3505.3069
Total charge: +1
HOMO (eV): -11.91
Gap between HOMO and LUMO (eV): 9.20
2S+1: 1



# 6
A cluster of 7 separate species, C31H54BO20S in total, computed with the ωB97M-V functional and the def2-TZVPD basis.

```
107
C31H54BO20S | OMol25 | the ωB97M-V functional and the def2-TZVPD basis
C 2.814 -0.783 3.275
C 1.602 -0.667 2.304
C 1.776 0.705 1.543
C 1.555 -1.764 1.196
C 0.783 -3.048 1.559
S -0.920 -2.742 2.203
C -0.649 -2.582 4.035
C -1.598 -1.205 1.484
B -2.821 -0.545 2.312
O -2.547 0.667 2.987
O -4.125 -1.038 2.391
H 3.714 -0.878 2.649
H 2.879 0.161 3.840
H 2.747 -1.654 3.928
H 0.650 -0.556 2.862
H 0.913 0.842 0.863
H 1.829 1.517 2.279
H 2.708 0.630 0.962
H 1.228 -1.302 0.254
H 2.598 -2.080 1.025
H 0.635 -3.641 0.639
H 1.330 -3.710 2.250
H -1.252 -1.786 4.489
H 0.422 -2.366 4.171
H -0.873 -3.582 4.434
H -2.004 -1.500 0.495
H -0.849 -0.424 1.282
H -1.656 0.930 2.763
H -4.435 -1.114 1.486
C -5.308 -0.337 7.894
C -3.820 -0.077 7.925
C -3.144 -0.193 6.586
O -1.811 -0.560 6.953
C -1.899 -1.228 8.135
O -1.015 -1.852 8.617
O -3.132 -1.088 8.679
H -5.719 -0.317 8.903
H -5.822 0.412 7.291
H -5.521 -1.327 7.486
H -3.616 0.891 8.393
H -3.145 0.741 6.028
H -3.559 -0.987 5.956
C -2.553 -0.835 -2.744
C -1.066 -0.574 -2.724
C -0.404 -0.670 -4.070
O 0.937 -1.044 -3.719
C 0.862 -1.724 -2.551
O 1.753 -2.353 -2.077
O -0.367 -1.596 -1.988
H -2.955 -0.827 -1.730
H -3.071 -0.080 -3.329
H -2.773 -1.820 -3.162
H -0.860 0.387 -2.246
H -0.415 0.273 -4.614
H -0.826 -1.455 -4.704
C 3.146 -3.097 -5.262
C 3.907 -2.549 -6.445
C 4.101 -1.057 -6.414
O 4.201 -0.738 -7.805
C 3.491 -1.681 -8.478
O 3.192 -1.607 -9.621
O 3.165 -2.717 -7.661
H 2.970 -4.167 -5.384
H 3.693 -2.936 -4.333
H 2.167 -2.625 -5.179
H 4.862 -3.073 -6.558
H 5.002 -0.758 -5.881
H 3.242 -0.522 -5.997
C -6.803 3.750 -3.064
C -5.312 3.993 -3.056
C -4.664 3.894 -4.408
O -3.326 3.502 -4.070
C -3.401 2.823 -2.905
O -2.509 2.181 -2.442
O -4.618 2.961 -2.332
H -7.195 3.756 -2.046
H -7.320 4.515 -3.643
H -7.036 2.770 -3.486
H -5.088 4.949 -2.575
H -4.666 4.839 -4.949
H -5.102 3.117 -5.042
C 6.806 -2.945 5.884
C 5.770 -3.819 5.216
C 6.321 -4.730 4.154
O 5.188 -4.901 3.293
C 4.432 -3.789 3.411
O 3.527 -3.509 2.682
O 4.835 -3.032 4.457
H 6.330 -2.255 6.582
H 7.533 -3.548 6.428
H 7.334 -2.335 5.148
H 5.206 -4.377 5.969
H 6.658 -5.686 4.549
H 7.130 -4.276 3.575
C -0.065 4.763 -3.716
C -0.262 5.856 -4.741
C 0.428 7.149 -4.400
O -0.396 8.111 -5.064
C -1.644 7.586 -5.127
O -2.617 8.192 -5.427
O -1.634 6.267 -4.797
H -0.656 3.885 -3.979
H 0.984 4.472 -3.647
H -0.406 5.086 -2.730
H 0.023 5.500 -5.736
H 1.452 7.193 -4.767
H 0.421 7.370 -3.329
```

Results
Total energy (Ha): -3141.4329
Total charge: +1
HOMO (eV): -12.15
Gap between HOMO and LUMO (eV): 9.80
2S+1: 1



# 7
A cluster of 11 separate species, C5H34N2O10 in total, computed with the ωB97M-V functional and the def2-TZVPD basis.

```
51
C5H34N2O10 | OMol25 | the ωB97M-V functional and the def2-TZVPD basis
C -4.611 -1.510 -0.462
C -3.209 -1.139 0.210
C -2.083 -1.291 -0.788
C -0.666 -1.061 -0.255
C 0.442 -1.301 -0.912
N 1.747 -0.938 -0.335
N -3.439 0.349 0.510
H -5.240 -1.736 0.384
H -5.106 -0.684 -0.980
H -4.519 -2.250 -1.231
H -3.107 -1.599 1.168
H -2.184 -0.752 -1.752
H -1.915 -2.344 -1.057
H -0.813 -0.752 0.820
H 0.375 -1.490 -1.972
H 2.522 -1.503 -0.612
H 1.855 -0.822 0.698
H 1.931 -0.002 -0.771
H -2.701 0.781 1.036
H -4.167 0.566 1.152
H -3.513 0.765 -0.429
H 1.141 1.571 -3.448
H 0.358 2.083 -2.274
O 1.227 2.142 -2.661
H 3.007 -2.876 3.650
H 1.639 -2.526 4.291
O 2.135 -2.565 3.479
H 5.564 0.075 -2.452
H 5.004 0.498 -3.551
O 4.737 -0.213 -2.955
H 2.777 2.371 -0.177
H 2.357 1.793 1.301
O 2.572 1.623 0.389
H 0.212 2.318 0.114
H -1.353 2.049 0.006
O -0.474 1.638 0.010
H 0.382 0.040 3.155
H -0.991 -0.408 3.864
O -0.508 -0.254 3.052
H -4.176 3.027 -1.884
H -3.016 3.296 -1.201
O -3.569 2.433 -1.421
H 3.244 -3.269 -2.717
H 4.487 -2.578 -2.044
O 3.551 -2.488 -2.218
H 2.220 -0.974 2.642
H 3.232 0.147 2.716
O 2.474 -0.155 2.230
H -2.812 3.715 1.902
H -1.803 2.635 1.940
O -2.439 3.027 1.299
```

Results
Total energy (Ha): -1072.2195
Total charge: +2
Relative energy (zero: lowest compared OMol25 entry of this formula, charge and spin) (kJ/mol): 228.5
HOMO (eV): -15.74
Gap between HOMO and LUMO (eV): 10.50
2S+1: 1



# 8
The molecule C3H5BrS, computed with the ωB97M-V functional and the def2-TZVPD basis.

```
10
C3H5BrS | OMol25 | the ωB97M-V functional and the def2-TZVPD basis
C 0.252 1.941 -0.697
C -0.288 -2.048 0.083
C 0.287 0.677 -0.147
S -0.766 -0.675 -0.702
Br -3.061 -0.009 0.352
H -0.212 2.325 -1.611
H 1.140 2.515 -0.426
H -0.157 -2.248 1.134
H -0.659 -2.851 -0.521
H 0.974 0.662 0.699
```

Results
Total energy (Ha): -3089.3930
Relative energy (zero: lowest compared OMol25 entry of this formula, charge and spin) (kJ/mol): 252.0
HOMO (alpha / beta) (eV): -8.59 / -8.59
Gap between HOMO and LUMO (alpha / beta) (eV): 7.20 / 7.18
2S+1: 1



Q: total energy of number 4 (C24H16F2N4O2S2)?
A: -2289.5886 Ha